ORCA calculation (the ωB97M-V functional and the def2-TZVPD basis) on a 12-piece molecular cluster, C48H94N2O20S10 overall at a distorted geometry.

Output
energy relative to the best compared isomer or geometry (same formula, charge and spin): 0.0 kJ/mol
structure (SMILES): O=S1(=O)CCCC1.O=S1(=O)CCCC1.O=S1(=O)CCCC1.O=S1(=O)CCCC1.O=S1(=O)CCCC1.O=S1(=O)CCCC1.O=S1(=O)CCCC1.O=S1(=O)CCCC1.O=S1(=O)CCCC1.O=S1(=O)CCCC1.CCCC#N.CCCC#N
largest force on an atom: 4.47 eV Å⁻¹
Kohn-Sham gap: 10.3010 eV
lowest unoccupied orbital energy: 0.2 eV
E_tot: -203578.3300 eV
net charge: 0
HOMO: -10.1 eV

Last column: Mulliken charge in e.
Positions of all 174 atoms, in Å:
C 20.903 13.910 11.733  -0.8302
C 19.497 14.226 12.369  -0.4422
C 19.636 15.040 13.642  0.8326
S 21.280 14.621 14.233  0.9190
O 21.139 13.864 15.493  -0.4971
O 22.168 15.715 14.124  -0.6836
C 21.639 13.398 12.910  -0.6401
H 21.265 14.848 11.304  0.3622
H 20.763 13.220 10.848  0.3590
H 19.050 13.216 12.668  -0.0904
H 18.763 14.699 11.690  0.4603
H 18.915 14.921 14.449  -0.9741
H 19.771 16.078 13.411  0.6204
H 21.223 12.491 13.233  0.2031
H 22.755 13.451 12.835  0.4753
C 20.162 16.713 17.527  -0.4893
C 18.684 16.411 17.430  1.0855
C 18.686 14.886 17.665  0.5926
S 19.757 14.730 19.190  1.1470
O 20.393 13.453 19.183  -0.6624
O 18.849 15.101 20.296  -0.7969
C 20.747 16.113 18.827  -0.9279
H 20.400 17.755 17.568  0.5775
H 20.702 16.313 16.675  0.0047
H 18.231 16.724 16.425  -1.2007
H 18.171 16.936 18.232  0.0573
H 19.101 14.434 16.820  -0.4489
H 17.713 14.360 17.805  0.0100
H 21.795 15.760 18.690  0.3996
H 20.675 16.772 19.683  0.4536
C 17.952 9.289 17.079  0.1545
C 19.389 9.786 17.538  -1.1517
C 19.576 11.176 16.977  -0.1070
S 18.836 11.215 15.379  1.4988
O 19.734 10.774 14.302  -0.9436
O 18.118 12.473 15.312  -0.5180
C 17.720 9.761 15.684  -0.5559
H 17.251 9.823 17.695  -0.3050
H 17.734 8.221 17.161  0.4839
H 20.176 9.140 17.101  0.2986
H 19.490 9.800 18.614  0.5083
H 20.647 11.485 16.889  0.5046
H 19.098 11.918 17.607  -0.2573
H 18.031 8.970 14.972  0.4114
H 16.687 10.020 15.555  -0.0951
C 14.550 17.277 21.407  -0.9022
C 14.946 15.777 21.864  -0.9100
C 15.587 15.003 20.709  0.3125
S 14.956 15.833 19.289  0.6872
O 13.522 15.452 19.266  -0.1044
O 15.815 15.564 18.142  -0.1978
C 15.059 17.438 19.945  -0.2165
H 15.131 17.981 22.035  0.3878
H 13.497 17.399 21.415  0.3019
H 13.976 15.295 22.107  0.1257
H 15.609 15.710 22.683  0.6033
H 15.203 13.958 20.749  -0.3149
H 16.744 15.122 20.769  0.0184
H 14.455 18.102 19.245  0.0040
H 16.125 17.704 19.807  0.4755
C 16.580 18.313 14.688  -0.6107
C 17.518 19.385 15.273  -0.3478
C 16.522 20.510 15.676  -1.0444
S 15.133 19.670 16.335  1.4631
O 13.922 20.309 15.793  -0.7547
O 15.205 19.621 17.784  -0.7248
C 15.498 18.057 15.634  2.6192
H 17.190 17.435 14.430  -0.3705
H 16.149 18.637 13.793  0.8006
H 18.112 19.722 14.389  0.5066
H 18.259 19.085 16.052  -0.1195
H 16.211 20.952 14.713  0.3238
H 16.861 21.233 16.378  0.5446
H 14.571 17.697 15.153  -1.0115
H 15.730 17.471 16.516  -1.1928
C 10.862 19.760 18.563  -0.6534
C 9.790 20.099 17.475  -0.8049
C 10.299 19.577 16.155  -0.6247
S 10.968 17.987 16.593  0.7672
O 12.183 17.680 15.926  -0.2526
O 9.895 17.063 16.440  -0.8482
C 11.264 18.292 18.395  0.4267
H 10.463 20.078 19.557  0.3446
H 11.747 20.316 18.445  0.4022
H 9.626 21.194 17.454  0.4242
H 8.808 19.733 17.704  0.3334
H 11.171 20.150 15.806  0.2700
H 9.578 19.441 15.357  0.4913
H 12.299 17.926 18.608  -0.3887
H 10.520 17.603 18.865  -0.2531
C 10.578 14.742 19.646  -0.4008
C 9.428 13.745 20.029  -1.1517
C 9.817 12.372 19.456  -0.5551
S 10.321 12.802 17.751  1.0242
O 9.141 12.952 16.872  -0.8097
O 11.395 11.934 17.302  -0.3455
C 10.856 14.456 18.159  0.8211
H 11.443 14.440 20.301  -0.1863
H 10.372 15.772 19.800  0.4656
H 8.492 14.075 19.581  0.3450
H 9.378 13.799 21.089  0.5288
H 8.888 11.722 19.296  0.4443
H 10.576 11.899 20.076  0.1481
H 10.270 15.167 17.613  0.2044
H 11.962 14.571 18.012  -0.5857
C 13.010 8.974 19.592  -0.6221
C 13.608 9.263 18.205  -0.4329
C 14.192 10.652 18.314  2.3314
S 14.527 11.117 20.007  1.2239
O 13.502 12.033 20.530  -0.5710
O 15.917 11.299 20.308  -0.7365
C 14.036 9.489 20.639  -1.0278
H 12.803 7.910 19.722  0.5030
H 12.062 9.460 19.671  0.1085
H 12.876 9.309 17.366  0.0979
H 14.272 8.444 17.963  0.3637
H 13.474 11.359 17.877  -1.3859
H 15.146 10.719 17.792  -0.7712
H 13.719 9.557 21.658  0.5393
H 14.955 8.886 20.630  0.3363
C 13.952 13.694 16.029  2.0622
C 15.311 13.138 15.483  0.8828
C 15.888 14.096 14.453  -0.1158
S 14.385 14.771 13.611  0.8669
O 13.833 13.752 12.740  -0.1312
O 14.698 16.092 13.057  -0.7574
C 13.453 14.811 15.137  0.8349
H 14.160 14.077 16.994  -0.9269
H 13.134 12.985 16.121  -1.5553
H 15.276 12.117 15.067  -0.4901
H 15.997 13.107 16.291  0.4249
H 16.600 13.657 13.747  0.3913
H 16.448 14.879 14.928  -0.8941
H 12.412 14.702 14.855  1.1006
H 13.688 15.839 15.568  -1.5404
C 13.879 10.417 11.169  -0.9032
C 13.584 11.604 10.191  -0.1295
C 14.908 12.338 9.965  -0.5457
S 16.248 11.386 10.736  0.8838
O 17.268 12.236 11.285  -0.4739
O 16.659 10.417 9.760  -0.7176
C 15.176 10.626 11.989  0.3202
H 14.049 9.580 10.534  0.4614
H 13.088 10.117 11.889  0.3184
H 12.923 12.351 10.629  -0.4090
H 13.009 11.333 9.350  0.6211
H 14.871 13.358 10.401  0.0773
H 15.220 12.316 8.898  0.5507
H 15.022 11.443 12.659  -0.7031
H 15.549 9.701 12.374  0.6500
C 9.584 9.922 13.073  -1.5038
C 9.926 10.978 14.048  -0.5496
C 11.398 11.517 13.989  1.6232
C 12.438 10.697 14.627  0.2279
N 13.225 10.017 15.107  -0.6183
H 10.127 9.020 13.311  0.3172
H 9.739 10.325 12.083  0.3556
H 8.594 9.609 13.257  0.4823
H 9.755 10.565 15.058  0.1941
H 9.289 11.879 13.837  0.4053
H 11.407 12.535 14.316  -0.6647
H 11.596 11.697 12.944  -0.1844
C 10.499 15.365 12.184  -1.1446
C 11.172 16.748 12.373  1.2819
C 12.131 17.262 11.267  -0.0893
C 11.550 18.187 10.314  -0.0021
N 11.024 18.873 9.554  -0.5061
H 10.019 14.975 13.084  0.3472
H 11.211 14.535 12.021  -0.0155
H 9.847 15.314 11.329  0.4946
H 11.800 16.640 13.230  -1.0239
H 10.466 17.573 12.641  0.4318
H 12.528 16.499 10.660  0.1911
H 12.970 17.804 11.716  0.1054

=====

ORCA calculation (the ωB97M-V functional and the def2-TZVPD basis) on a 12-piece molecular cluster, C48H96O12 overall at a distorted geometry.

Output
energy relative to the best compared isomer or geometry (same formula, charge and spin): 486.9 kJ/mol
structure (SMILES): C1CCOC1.C1CCOC1.C1CCOC1.C1CCOC1.C1CCOC1.C1CCOC1.C1CCOC1.C1CCOC1.C1CCOC1.C1CCOC1.C1CCOC1.C1CCOC1
largest force on an atom: 3.46 eV Å⁻¹
Kohn-Sham gap: 9.7185 eV
lowest unoccupied orbital energy: 0.5 eV
E_tot: -75893.3592 eV
net charge: 0
HOMO: -9.2 eV

Last column: Mulliken charge in e.
Positions of all 156 atoms, in Å:
C 0.090 -2.581 4.471  -0.5043
C 1.225 -3.512 4.555  -0.6544
C 2.357 -2.567 4.418  -0.6353
O 1.998 -1.715 3.334  -0.2913
C 0.546 -1.643 3.384  1.2359
H -0.048 -2.062 5.420  0.2536
H -0.819 -3.066 4.116  0.4078
H 1.302 -4.308 3.815  0.1533
H 1.310 -4.098 5.470  0.4598
H 3.316 -3.069 4.287  0.4311
H 2.391 -1.971 5.330  0.2461
H 0.140 -1.858 2.396  -0.6198
H 0.258 -0.638 3.692  -0.4891
C 5.549 0.347 -3.205  -0.0503
C 6.716 1.322 -3.173  -0.7982
C 6.307 2.317 -2.051  -0.2239
O 4.917 2.365 -2.230  -0.4952
C 4.391 1.095 -2.673  1.1802
H 5.814 -0.474 -2.539  0.0382
H 5.257 0.005 -4.198  0.2223
H 6.745 1.841 -4.130  0.2451
H 7.694 0.858 -3.047  0.3901
H 6.759 3.306 -2.123  0.4222
H 6.654 1.884 -1.113  0.0192
H 3.573 1.150 -3.390  -0.3856
H 3.961 0.674 -1.764  -0.5364
C -0.426 1.080 0.159  1.3311
C -1.834 0.549 -0.150  -0.1111
C -1.442 -0.927 -0.596  -0.4254
O -0.252 -0.832 -1.328  -0.3650
C 0.542 0.140 -0.664  0.0296
H -0.091 0.907 1.181  -0.6928
H -0.053 2.024 -0.238  -0.2444
H -2.177 1.112 -1.018  0.2460
H -2.550 0.651 0.666  0.1548
H -2.261 -1.309 -1.205  0.2101
H -1.402 -1.719 0.152  0.0480
H 1.151 0.674 -1.394  0.1538
H 1.241 -0.381 -0.009  -0.4971
C 3.876 0.672 2.138  1.2466
C 5.348 0.659 2.200  -0.7718
C 5.795 2.165 2.225  -0.5873
O 4.580 2.866 1.745  -0.5131
C 3.462 2.026 1.437  0.8877
H 3.510 0.739 3.163  -0.1317
H 3.421 -0.260 1.803  -0.6870
H 5.771 0.053 1.398  0.1703
H 5.750 0.132 3.065  0.3945
H 6.664 2.279 1.577  0.3513
H 6.046 2.433 3.251  0.3036
H 3.315 1.909 0.364  -0.0721
H 2.537 2.441 1.836  -0.5568
C 1.620 -0.621 -5.513  -0.5516
C 2.459 -1.789 -6.029  -0.4113
C 1.397 -2.766 -6.464  -0.5675
O 0.272 -2.501 -5.593  -0.4164
C 0.625 -1.422 -4.675  0.3813
H 1.013 -0.253 -6.340  0.3232
H 2.096 0.165 -4.928  0.1838
H 3.138 -2.232 -5.301  0.0964
H 3.041 -1.467 -6.893  0.3936
H 1.813 -3.751 -6.251  0.3029
H 1.245 -2.672 -7.539  0.2977
H 1.142 -1.776 -3.783  -0.2496
H -0.301 -0.872 -4.505  0.2207
C -2.404 3.659 2.225  1.1466
C -3.301 2.931 3.196  -0.3497
C -4.313 4.013 3.460  -0.6770
O -4.523 4.722 2.204  -0.4947
C -3.364 4.495 1.359  -0.1668
H -1.780 2.942 1.692  -0.5836
H -1.788 4.286 2.870  -0.2472
H -2.763 2.606 4.086  0.3231
H -3.765 2.031 2.792  0.0731
H -3.776 4.640 4.172  0.3004
H -5.284 3.768 3.890  0.3629
H -2.916 5.446 1.070  0.0132
H -3.800 4.029 0.475  0.2634
C 0.441 2.470 4.067  0.6433
C 0.215 3.863 4.582  -0.0169
C 0.922 3.867 5.930  -0.7177
O 1.746 2.786 6.037  -0.5088
C 1.723 2.047 4.807  0.3078
H 0.397 2.398 2.980  -0.6370
H -0.277 1.770 4.493  0.5620
H -0.871 3.933 4.642  0.0912
H 0.609 4.699 4.004  -0.3282
H 0.201 3.659 6.720  0.2686
H 1.467 4.776 6.185  0.3444
H 1.523 0.992 4.994  -0.1933
H 2.601 2.114 4.165  0.1876
C -6.977 -0.645 -0.728  -0.6338
C -7.511 0.750 -0.374  -0.7302
C -6.602 1.110 0.809  -0.4915
O -5.375 0.509 0.453  -0.2594
C -5.465 -0.403 -0.682  -0.0704
H -7.303 -0.977 -1.714  0.2659
H -7.200 -1.394 0.032  0.3309
H -8.513 0.793 0.053  0.3842
H -7.328 1.357 -1.261  0.3155
H -6.896 0.618 1.736  0.3589
H -6.688 2.196 0.826  0.2287
H -5.035 -1.377 -0.447  0.0710
H -4.999 -0.076 -1.611  0.2250
C -1.635 -6.729 0.412  -0.7010
C -2.088 -5.292 0.191  0.0199
C -3.328 -5.279 1.074  -0.3646
O -2.868 -6.027 2.208  -0.4467
C -1.857 -6.957 1.914  -0.3082
H -0.554 -6.805 0.299  0.2537
H -2.184 -7.547 -0.054  0.3573
H -2.288 -5.014 -0.844  0.3164
H -1.271 -4.672 0.562  -0.1164
H -4.141 -5.841 0.616  0.2993
H -3.666 -4.293 1.392  0.2349
H -2.162 -7.991 2.080  0.2626
H -0.962 -6.715 2.488  0.2041
C -0.332 6.480 -0.752  -0.5046
C 0.698 7.065 0.130  -0.6052
C 0.853 5.958 1.147  -0.4623
O 0.428 4.732 0.548  0.0402
C -0.019 5.036 -0.801  -0.3816
H -0.430 6.991 -1.709  0.4426
H -1.309 6.567 -0.275  -0.0049
H 0.522 8.022 0.620  0.3609
H 1.579 7.144 -0.506  0.3159
H 0.135 6.041 1.962  0.1923
H 1.915 5.795 1.332  0.1666
H -0.877 4.418 -1.066  0.1723
H 0.748 4.731 -1.512  0.3426
C 4.178 -3.858 -1.311  -0.9696
C 2.846 -3.975 -0.661  -0.4254
C 2.872 -2.806 0.296  0.0609
O 3.353 -1.747 -0.521  0.0767
C 4.345 -2.329 -1.287  0.1705
H 4.184 -4.241 -2.332  0.3366
H 4.932 -4.480 -0.827  0.3090
H 2.748 -4.880 -0.062  0.3721
H 2.069 -3.854 -1.416  0.1851
H 3.352 -3.075 1.237  0.1589
H 1.907 -2.401 0.598  -0.2979
H 5.302 -2.036 -0.856  0.1369
H 4.201 -1.903 -2.280  -0.0719
C -4.036 -3.328 -4.655  -0.5786
C -5.492 -3.071 -5.145  -0.5020
C -5.741 -1.597 -4.983  -0.4382
O -4.586 -1.062 -4.383  -0.4228
C -3.443 -1.880 -4.676  0.2439
H -3.441 -4.046 -5.219  0.4021
H -4.026 -3.575 -3.594  0.1501
H -6.183 -3.635 -4.519  0.3097
H -5.512 -3.279 -6.215  0.2762
H -6.657 -1.334 -4.453  0.2648
H -5.879 -1.066 -5.925  0.2465
H -2.759 -1.859 -3.828  -0.1789
H -2.956 -1.638 -5.621  0.2416